Entry 1:
{
  "formula": "C2H4NP",
  "method": "the ωB97M-V functional and the def2-TZVPD basis",
  "symbols": ["C", "C", "N", "P", "H", "H", "H", "H"],
  "positions_angstrom": [[-1.14553, 0.37252, -0.40839], [-0.00328, 0.67163, 0.43752], [-1.39645, -0.69127, 0.17255], [1.51208, -0.13049, 0.03180], [-1.59168, 0.82490, -1.22294], [0.13864, 0.88096, 1.46853], [0.95953, -0.61037, -1.11765], [1.52669, -1.31788, 0.63859]],
  "e_above_lowest_kcal_mol": 76.5,
  "total_energy_ha": -474.55186
}

***

Entry 2:
{
  "formula": "C2H4NP",
  "method": "the ωB97M-V functional and the def2-TZVPD basis",
  "symbols": ["C", "C", "N", "P", "H", "H", "H", "H"],
  "positions_angstrom": [[0.50120, -1.44989, 0.00913], [-0.31657, -1.17637, -0.98028], [0.25522, -0.00658, -0.34517], [-0.49931, 1.01726, 0.78483], [1.11202, -1.72251, 0.76723], [-1.02056, -1.57307, -1.70593], [-0.89865, 1.94547, -0.22556], [0.86861, 1.49300, 1.12812]],
  "e_above_lowest_kcal_mol": 90.2,
  "total_energy_ha": -474.52992,
  "smiles": "PN1C=C1"
}

***

Entry 3:
{
  "formula": "C2H4NP",
  "method": "the ωB97M-V functional and the def2-TZVPD basis",
  "symbols": ["C", "C", "N", "P", "H", "H", "H", "H"],
  "positions_angstrom": [[-0.12161, -1.02904, -0.69712], [-0.41652, 0.30084, -0.10475], [-1.05626, -2.01943, -0.72659], [-0.38028, -2.01573, -2.18157], [1.39212, -1.58499, 0.18940], [-0.84100, 1.18436, -0.71728], [0.34592, 0.80156, 0.40491], [-1.26645, 0.16249, 0.62266]],
  "e_above_lowest_kcal_mol": 94.2,
  "total_energy_ha": -474.52351
}

***

Entry 4:
{
  "formula": "C2H4NP",
  "method": "the ωB97M-V functional and the def2-TZVPD basis",
  "symbols": ["C", "C", "N", "P", "H", "H", "H", "H"],
  "positions_angstrom": [[-0.14942, 1.19398, -0.18386], [-1.10928, 0.00833, -0.07067], [-0.10229, -0.06738, 1.06143], [1.15494, 0.03290, 0.00192], [-2.10714, 0.22318, 0.41300], [-1.20574, -0.73003, -0.92097], [1.17476, -0.98434, -0.96993], [2.34416, 0.32336, 0.66908]],
  "e_above_lowest_kcal_mol": 103.4,
  "total_energy_ha": -474.50899
}

***

Entry 5:
{
  "formula": "C2H4NP",
  "method": "the ωB97M-V functional and the def2-TZVPD basis",
  "symbols": ["C", "C", "N", "P", "H", "H", "H", "H"],
  "positions_angstrom": [[-0.40968, 0.56765, 0.33030], [0.21264, -0.71173, -0.13172], [1.08979, -0.93546, -0.94091], [-1.49589, 0.70434, 1.98448], [0.29755, 1.37021, 0.25250], [-1.28594, 0.91421, -0.28604], [-0.01800, -1.68294, 0.24143], [1.60953, -0.22627, -1.45005]],
  "e_above_lowest_kcal_mol": 16.4,
  "total_energy_ha": -474.58248,
  "spin_multiplicity": 3
}

***

Entry 6:
{
  "formula": "C2H4NS",
  "method": "the ωB97M-V functional and the def2-TZVPD basis",
  "symbols": ["C", "C", "N", "S", "H", "H", "H", "H"],
  "positions_angstrom": [[0.02747, -0.57837, -0.25982], [-0.73350, 0.07763, 0.67508], [1.03374, 0.17897, -0.45525], [-2.21063, -0.03033, 0.03532], [-0.23338, -1.57366, -0.54623], [-0.80758, 0.92363, 1.48883], [1.26804, 0.83299, 0.31474], [1.65584, 0.16915, -1.25266]],
  "e_above_lowest_kcal_mol": 30.6,
  "charge": 1,
  "total_energy_ha": -531.17499
}

***

Entry 7:
{
  "formula": "C2H4NS",
  "method": "the ωB97M-V functional and the def2-TZVPD basis",
  "symbols": ["C", "C", "N", "S", "H", "H", "H", "H"],
  "positions_angstrom": [[0.49439, -0.04471, 0.44539], [-0.25707, 1.12636, -0.27431], [0.15258, -1.46776, 0.38683], [0.22572, 2.43245, -1.13538], [0.79702, -1.92121, 1.03143], [-0.03707, -1.87412, -0.57686], [-0.67873, -1.58186, 0.84807], [-0.69684, 3.33084, -0.72517]],
  "e_above_lowest_kcal_mol": 91.5,
  "charge": 1,
  "total_energy_ha": -531.07794,
  "smiles": "[NH3+]C#CS"
}

***

Entry 8:
{
  "formula": "C2H4O2",
  "method": "the ωB97M-V functional and the def2-TZVPD basis",
  "symbols": ["O", "C", "H", "H", "O", "C", "H", "H"],
  "positions_angstrom": [[-0.31900, 0.55785, 1.69234], [0.78679, 0.15776, 1.26907], [1.47656, 0.96711, 0.94738], [1.15197, -0.77477, 1.83111], [0.21094, -0.59600, -2.00571], [-0.81651, -0.20413, -1.38463], [-1.60820, -0.88430, -1.52162], [-0.88255, 0.77647, -0.82794]],
  "e_above_lowest_kcal_mol": 74.7,
  "total_energy_ha": -228.98748,
  "smiles": "C=O.C=O"
}

***

Entry 9:
{
  "formula": "C2H4O2P",
  "method": "the ωB97M-V functional and the def2-TZVPD basis",
  "symbols": ["C", "C", "O", "O", "P", "H", "H", "H", "H"],
  "positions_angstrom": [[0.46085, -1.18977, 0.72149], [0.47980, -0.17614, -0.06945], [-1.44476, 1.56660, 1.11481], [-0.02831, 2.45145, -0.82114], [-0.61126, 1.33462, -0.10045], [1.03539, -2.09565, 0.35918], [0.18421, -1.29675, 1.70409], [1.05035, -0.39137, -0.95229], [-1.12627, -0.20299, -1.95623]],
  "e_above_lowest_kcal_mol": 59.1,
  "charge": -1,
  "total_energy_ha": -570.41625
}

***

Entry 10:
{
  "formula": "C2H4O2P2",
  "method": "the ωB97M-V functional and the def2-TZVPD basis",
  "symbols": ["C", "C", "O", "O", "P", "P", "H", "H", "H", "H"],
  "positions_angstrom": [[-1.27755, -0.21571, 1.20657], [1.22203, 0.40983, -0.50823], [0.55421, -2.13900, -0.25864], [-1.49434, 0.48277, -1.14565], [-2.06969, 0.85293, 0.20697], [0.03797, -0.79096, 0.04329], [-1.19433, -0.49259, 2.21432], [0.82376, 1.40666, -0.78712], [1.68851, 0.43226, 0.40110], [1.70944, 0.05380, -1.37261]],
  "e_above_lowest_kcal_mol": 30.0,
  "total_energy_ha": -911.76171
}

***

Entry 11:
{
  "formula": "C2H4O2S",
  "method": "the ωB97M-V functional and the def2-TZVPD basis",
  "symbols": ["C", "C", "O", "O", "S", "H", "H", "H", "H"],
  "positions_angstrom": [[0.04459, -0.74772, 0.68290], [-0.28376, -0.13268, -1.06350], [-0.84309, 1.73219, 0.79974], [1.55728, 1.47779, 0.31824], [0.24990, 0.92498, 0.36501], [-0.92554, -0.80264, 1.15820], [0.73441, -1.57548, 0.78180], [0.66993, -0.58564, -1.67706], [-1.20371, -0.29078, -1.36533]],
  "e_above_lowest_kcal_mol": 87.0,
  "total_energy_ha": -627.14541,
  "smiles": "O=S1(=O)CC1"
}

***

Entry 12:
{
  "formula": "C2H4O2S2",
  "method": "the ωB97M-V functional and the def2-TZVPD basis",
  "symbols": ["C", "C", "O", "O", "S", "S", "H", "H", "H", "H"],
  "positions_angstrom": [[-0.52578, 0.04605, -0.26724], [0.79639, -0.56748, 0.06124], [-0.78511, 1.18198, -0.46208], [-3.21184, -0.58451, -0.71814], [-3.93072, 0.59375, 0.40794], [-1.79115, -1.32521, -0.21532], [1.07351, -0.41428, 1.20954], [0.53194, -1.58983, -0.17482], [1.55334, 0.02029, -0.51160], [-3.76737, 1.83313, -0.05170]],
  "e_above_lowest_kcal_mol": 53.7,
  "total_energy_ha": -1025.37993,
  "smiles": "CC(=O)SOS"
}